{"formula": "C46H28Cl4N8Pd", "method": "ωB97M-V with the def2-TZVPD basis set", "species": ["H", "H", "H", "C", "C", "Pd", "C", "H", "C", "H", "C", "N", "H", "H", "C", "C", "Cl", "C", "C", "H", "N", "H", "C", "C", "H", "H", "C", "C", "C", "C", "C", "C", "C", "C", "Cl", "N", "Cl", "C", "C", "C", "H", "C", "C", "N", "H", "H", "C", "C", "C", "C", "N", "H", "H", "Cl", "H", "C", "C", "H", "C", "N", "C", "C", "H", "H", "H", "C", "C", "H", "N", "H", "C", "C", "N", "C", "H", "H", "C", "H", "H", "H", "C", "C", "C", "C", "C", "C", "C"], "xyz": [[2.13733, 1.40668, -7.61471], [-3.03278, -1.37443, 4.59078], [-3.72325, 4.12664, -1.90658], [-1.05600, -1.17348, 4.71356], [0.68544, 3.65405, -1.73624], [-0.82282, -0.21907, -0.81871], [0.50435, -2.83203, -3.91775], [-1.61856, -3.51881, -4.73942], [-2.06252, -4.32483, -4.18140], [-5.50145, -5.49404, 2.87965], [-3.45967, -6.24673, -2.77507], [-0.76216, -1.28991, 3.48484], [0.86337, 0.61297, -5.65665], [-1.06147, 7.69162, 0.22795], [1.60780, 0.48704, -3.13403], [-2.77620, 7.21441, -0.96340], [-8.20983, -4.69682, 2.50822], [1.15242, 1.53322, -2.29799], [4.52006, 1.72594, -5.22597], [-4.43398, 6.48047, -2.10048], [-1.34757, -2.04737, 0.03039], [0.85919, -0.85747, 5.19298], [-5.63746, -1.65086, 2.45228], [-6.73446, -3.76616, 2.56896], [5.55327, 2.02578, -5.11801], [-0.98827, -4.21853, 2.48389], [-3.57340, 2.59867, 0.70270], [1.60926, 2.87597, -2.37656], [-1.63044, 6.90547, -0.24924], [-5.52228, -4.41899, 2.76828], [-1.16111, -3.36107, -2.08276], [-3.43853, -6.26815, -4.16186], [-3.53947, 6.22034, -1.55271], [-3.20779, -1.54376, 2.76878], [4.81148, 2.34917, -7.84000], [-0.01596, -1.07689, 5.64491], [-3.26685, 8.88121, -1.11544], [-3.13720, 4.90354, -1.43852], [3.91003, 1.77514, -6.46647], [1.04041, -0.78699, -3.16549], [2.10590, -1.70816, -4.89807], [-1.29992, -2.35362, 1.35447], [-6.79407, -2.38659, 2.41727], [0.01089, 1.49288, -1.55118], [0.50490, -3.77674, -4.43126], [-4.10280, 3.52882, 0.58783], [-1.22056, -3.23263, -0.64063], [2.59954, 1.36322, -6.63878], [-4.36768, -3.68562, 2.83086], [-2.77235, -5.28003, -4.86885], [0.09929, -1.27706, -2.30571], [-3.41428, -4.16930, 2.97210], [-0.85301, -5.30971, 0.02216], [-4.28683, -7.51939, -5.03070], [-0.35583, 5.32985, 0.41650], [-1.23631, 5.58490, -0.15339], [1.89185, 0.92008, -5.54068], [2.51018, 3.20248, -2.86055], [1.34824, -1.78790, -4.13915], [-2.66967, -0.41167, 2.21510], [-1.73982, -1.49317, 2.46999], [-4.37623, -2.27820, 2.63698], [-4.74860, 1.45055, 2.17062], [-2.39489, -1.54974, 6.18479], [-4.06086, -6.96180, -2.23124], [-3.91041, 1.54445, 1.50300], [-1.53677, 3.15989, -0.64188], [-2.82850, -5.24933, -5.94883], [-1.94556, 1.00261, 0.45820], [-7.75644, -1.90798, 2.28637], [3.79049, 1.29206, -4.13331], [-0.30891, 2.78087, -1.22570], [-2.31495, -1.10606, 5.28398], [-1.05385, -4.28116, 0.26798], [4.26409, 1.25971, -3.16351], [-2.78468, -5.26398, -1.02582], [-2.73015, -5.29663, -2.10034], [-0.23036, -0.43771, 6.39645], [0.70273, 4.72328, -1.64106], [-5.67222, -0.57895, 2.33249], [-0.27796, -2.50118, -2.76559], [-1.09262, -3.71773, 1.53617], [2.46280, 0.88862, -4.26499], [-1.96998, 4.55747, -0.75226], [-2.34609, 2.26196, 0.05631], [-2.86901, 0.58366, 1.35078], [-1.93409, -4.34325, -2.77341]], "charge": -2, "spin_multiplicity": 1, "gap_ev": [3.9, 3.9], "energy_ha": -4176.47027}

***

{"formula": "C46H28F6FeN5O4S2", "method": "ωB97M-V with the def2-TZVPD basis set", "species": ["H", "C", "C", "H", "C", "C", "C", "C", "C", "H", "O", "H", "C", "C", "C", "C", "H", "C", "C", "C", "C", "C", "C", "N", "C", "C", "H", "H", "C", "C", "C", "C", "H", "N", "C", "F", "C", "H", "S", "S", "H", "H", "C", "N", "H", "C", "C", "C", "Fe", "H", "H", "C", "C", "H", "C", "C", "H", "H", "F", "O", "H", "H", "F", "O", "C", "H", "F", "C", "C", "C", "C", "H", "C", "N", "H", "O", "C", "C", "C", "F", "F", "C", "C", "H", "H", "H", "H", "C", "H", "H", "N", "C"], "xyz": [[-0.84558, 4.75502, 2.24560], [4.31022, 6.21390, -1.90927], [3.44026, -3.60654, -4.78085], [4.39073, -4.07140, -4.55168], [-0.39743, 4.05559, 1.56039], [-1.63225, -3.54598, -1.73154], [-4.04500, -5.30555, 1.92204], [2.85685, -3.78584, -6.02835], [-2.36897, 2.84394, 3.27641], [-0.30969, -3.95012, -3.42667], [0.67133, -0.30599, 2.07062], [-1.54534, 4.21606, 6.26555], [0.90786, -1.40562, -3.05518], [4.37447, 5.53951, -0.69711], [-3.44052, -3.43686, 0.52360], [-0.75618, 2.66982, 1.42438], [-4.30673, 2.96131, 2.36256], [-1.74684, 2.05343, 2.17347], [-0.13708, -2.00257, -2.34048], [1.66985, 2.93931, -1.12958], [-2.21881, 0.76209, 1.95075], [-1.59926, 3.20548, 4.37782], [0.79073, 3.06516, -0.05422], [0.91104, 0.73971, -1.88683], [2.80650, -2.83025, -3.81993], [-3.20320, -4.24048, 1.63401], [-6.22789, -4.97017, -0.64430], [-4.71554, -3.08206, -1.15930], [2.53742, 4.75295, -2.62283], [0.99961, -2.41307, -5.35267], [-3.70385, 3.23816, 3.21960], [-5.13501, -5.57013, 1.10413], [-2.24010, -4.42996, -1.63477], [-0.77961, -1.44888, -1.26861], [-2.56619, -1.20007, 1.08692], [2.07990, -3.83781, -0.48759], [-4.53135, -3.70947, -0.29564], [-4.14894, -1.83604, 2.54018], [1.96350, -0.23348, 2.75342], [2.94010, -1.66441, 0.64876], [3.08577, -0.06084, -4.30160], [-2.34927, -4.03150, 2.26767], [1.39953, -0.13362, -2.82337], [-0.02745, 2.07861, 0.42272], [-0.56308, 2.89099, 4.42742], [-1.69882, -2.39185, -0.88266], [3.38917, 5.81966, -2.87084], [2.74932, 1.63878, -2.97408], [0.05361, 0.04056, -0.01990], [3.26021, -2.68829, -2.84509], [3.35234, -4.39084, -6.77694], [-5.37770, -4.77039, -0.00478], [-3.45140, -1.08408, 2.21057], [-3.91157, 4.93099, 6.14857], [-4.25517, 3.99050, 4.24792], [-3.22697, 0.13165, 2.75457], [1.17894, -3.32161, -7.28488], [1.81523, 4.44605, -3.36996], [2.39065, -3.99628, 1.65228], [2.48054, 1.05616, 3.08034], [3.53489, 2.33624, -3.21053], [-3.84692, -5.92809, 2.78508], [2.70779, -1.15421, 5.07646], [2.18038, -0.68352, -0.12883], [1.74317, 1.81892, -1.95559], [1.05066, 5.23697, 0.43887], [0.65032, -2.97114, 0.88286], [1.60558, -1.05194, 4.34742], [1.94579, -3.21258, 0.67870], [1.58273, -2.23096, -4.10364], [2.59131, 4.07677, -1.40620], [4.97747, 7.04349, -2.10524], [3.51526, 4.47968, -0.44468], [-1.81898, -0.05957, 0.93369], [5.09626, 5.83566, 0.05319], [4.19376, -2.09829, 0.12856], [-3.48115, 4.34620, 5.34560], [0.56245, 4.29962, 0.64597], [1.63676, -3.18735, -6.31321], [0.71658, -0.29504, 4.99034], [1.09344, -2.26319, 4.15654], [2.52832, 0.42697, -3.51938], [-0.65409, -3.30621, -2.63456], [3.56891, 3.94519, 0.49674], [-5.29089, 4.30074, 4.19212], [3.33091, 6.34370, -3.81620], [0.04736, -1.94394, -5.57081], [-2.53001, -2.29180, 0.22546], [-3.69159, 0.56175, 3.62607], [-5.79369, -6.39891, 1.32943], [3.05756, -1.20761, 2.14436], [-2.15322, 3.94915, 5.41056]], "relative_energy_kcal_mol": 0.0, "charge": 0, "spin_multiplicity": 6, "gap_ev": [5.8, 5.5], "energy_ha": -5003.81934}